Entry 1:
ORCA calculation (ωB97M-V/def2-TZVPD) on a molecular structure, C37H75F3N2O13Si2 at a distorted geometry.

For the HOMO-LUMO gap, the calculation gives 9.53 eV. The calculation puts the molar mass at 869.17 g/mol.

Geometry as XYZ:
```
132
Properties=species:S:1:pos:R:3:lowdin_charge:R:1
C -3.59970 -1.26648 3.50341 -0.113
C -2.14209 -1.05254 3.09200 -0.259
C -1.98973 -0.82410 1.57889 -0.232
C -0.84621 0.13942 1.17042 -0.173
Si 0.21496 -0.49996 -0.17296 0.330
O 0.96693 -1.90220 0.19693 -0.153
C 1.30571 -2.28254 1.53743 -0.147
C 2.36237 -1.40415 2.20426 -0.191
O 1.82955 -0.90211 3.41779 -0.155
C 2.55947 0.17108 3.99027 -0.260
C 1.98593 1.52844 3.62158 -0.070
O 1.37767 0.63317 -0.55068 -0.166
Si 2.60952 0.48893 -1.63544 0.375
O 2.04006 0.11029 -3.13271 -0.095
C 3.58061 2.06323 -1.68799 -0.210
C 4.65807 2.20686 -0.57940 -0.225
C 4.58422 3.53500 0.21349 -0.192
C 4.75376 3.41985 1.74227 -0.211
C 6.08226 3.96384 2.26760 -0.289
N 6.08134 5.44100 2.31651 0.000
C 3.76113 -0.92933 -1.12527 -0.148
O 3.32286 -2.12984 -1.78627 -0.013
C 4.08530 -3.21773 -1.71304 -0.753
F 4.75006 -3.33032 -0.55546 0.159
F 3.32503 -4.28451 -1.86710 0.177
F 5.01635 -3.25342 -2.68113 0.158
N -0.72786 -0.79333 -1.63125 0.043
C -1.24188 -2.11925 -1.82180 -0.462
C -0.18793 -3.14605 -2.16241 0.018
O -2.42664 -2.38008 -1.74720 0.069
C -1.65426 0.29158 -1.90152 -0.495
C -1.10053 1.37828 -2.77515 0.011
O -2.76879 0.32925 -1.42583 0.104
H -3.69547 -1.40150 4.58394 0.058
H -4.18575 -0.38474 3.22326 0.075
H -4.03157 -2.13198 2.99137 0.063
H -1.55607 -1.92590 3.39719 0.100
H -1.73385 -0.18143 3.62013 0.102
H -1.84241 -1.80401 1.10161 0.102
H -2.92974 -0.42827 1.18068 0.106
H -0.20506 0.36535 2.02713 0.061
H -1.24771 1.09837 0.81985 0.094
H 1.65593 -3.31609 1.45822 0.130
H 0.42164 -2.28535 2.18512 0.114
H 2.65008 -0.58407 1.53291 0.101
H 3.26580 -1.99270 2.42265 0.133
H 3.60846 0.09639 3.66638 0.117
H 2.52957 0.02120 5.07432 0.120
H 2.32000 2.28855 4.33170 0.075
H 0.89515 1.48452 3.65512 0.070
H 2.29136 1.84607 2.62187 0.060
H 2.56876 0.51518 -3.82897 0.074
H 2.86721 2.89299 -1.62404 0.073
H 4.04128 2.15184 -2.67682 0.075
H 5.63927 2.16066 -1.06454 0.109
H 4.62146 1.37699 0.13671 0.084
H 3.63317 4.02696 -0.01419 0.101
H 5.36865 4.20984 -0.14716 0.107
H 3.94439 3.96607 2.24275 0.098
H 4.65797 2.37181 2.04696 0.090
H 6.28424 3.52881 3.25472 0.102
H 6.88250 3.63805 1.59050 0.103
H 5.11612 5.75221 2.34010 0.029
H 6.47574 5.75425 3.19538 0.059
H 3.77446 -1.10057 -0.04612 0.076
H 4.78241 -0.67702 -1.43702 0.111
H -0.59133 -3.78760 -2.95152 0.095
H -0.01576 -3.77125 -1.28084 0.086
H 0.75819 -2.70258 -2.46895 0.073
H -1.92344 1.82301 -3.33718 0.092
H -0.68972 2.15379 -2.11306 0.099
H -0.29291 1.03408 -3.41161 0.072
C 2.23386 6.93331 5.71095 -0.022
C 2.29470 6.75087 4.21420 -0.500
O 3.32555 6.89088 3.59834 0.060
C 1.00144 6.38805 3.52514 -0.021
H 3.21865 7.19218 6.09090 0.082
H 1.52412 7.72263 5.96337 0.086
H 1.88666 6.01373 6.18532 0.085
H 0.25353 7.16233 3.70332 0.086
H 0.60910 5.45288 3.92771 0.083
H 1.17000 6.28228 2.45632 0.081
C -8.04485 -2.92551 5.97513 -0.024
C -7.21864 -1.77404 5.45255 -0.497
O -6.01513 -1.76598 5.53162 0.069
C -7.97880 -0.63604 4.81220 -0.022
H -7.39052 -3.67950 6.40459 0.081
H -8.74562 -2.57106 6.73314 0.082
H -8.62665 -3.36613 5.16405 0.083
H -8.67752 -0.20000 5.52847 0.082
H -8.55833 -1.00513 3.96453 0.083
H -7.28016 0.12394 4.47204 0.079
C -3.32617 -1.06558 -4.48406 -0.017
C -3.42341 -1.12609 -5.98658 -0.497
O -2.46871 -0.93987 -6.70411 0.069
C -4.79019 -1.43552 -6.55421 -0.027
H -2.30103 -0.85255 -4.19475 0.068
H -3.98655 -0.29032 -4.09196 0.095
H -3.62650 -2.01794 -4.04594 0.087
H -5.50911 -0.68067 -6.23118 0.083
H -5.13771 -2.40206 -6.18584 0.084
H -4.74148 -1.45379 -7.64001 0.079
C 2.84580 5.67645 -5.83202 -0.023
C 3.22377 5.21718 -4.44522 -0.495
O 2.86786 4.14746 -4.00849 0.062
C 4.07013 6.16077 -3.62512 -0.014
H 2.24008 4.91713 -6.31969 0.082
H 2.28635 6.61157 -5.77598 0.086
H 3.74425 5.86426 -6.42209 0.086
H 3.55244 7.11251 -3.49531 0.087
H 5.01017 6.36461 -4.14048 0.087
H 4.27529 5.72244 -2.65130 0.074
C -7.71420 -3.64275 0.10019 -0.029
C -6.26541 -3.42077 0.47721 -0.498
O -5.92316 -3.35862 1.63537 0.063
C -5.29077 -3.28343 -0.66390 -0.020
H -8.32090 -3.72711 0.99850 0.074
H -8.07329 -2.81158 -0.50905 0.082
H -7.81057 -4.55333 -0.49342 0.082
H -5.56908 -2.43859 -1.29625 0.090
H -5.31252 -4.18584 -1.27828 0.090
H -4.28369 -3.12554 -0.29254 0.062
C 1.43994 -6.95199 -2.24457 -0.022
C 0.65089 -7.40425 -3.44939 -0.503
O -0.46401 -6.99753 -3.67206 0.069
C 1.33405 -8.39155 -4.36699 -0.026
H 0.84993 -6.24503 -1.66645 0.072
H 1.69852 -7.80935 -1.62082 0.087
H 2.36711 -6.47499 -2.56262 0.072
H 1.59131 -9.29824 -3.81687 0.083
H 2.26118 -7.96402 -4.75219 0.084
H 0.67474 -8.64054 -5.19437 0.080
```

***

Entry 2:
ORCA calculation (ωB97M-V/def2-TZVPD) on a molecular structure, C37H76Ag2N4O7Zn at a distorted geometry.

Its spin multiplicity is 3. For the HOMO-LUMO gap (alpha / beta), the calculation gives 5.18 / 3.52 eV. As for the charge: +2. As for the expectation value of S²: 2.01. The calculation puts the molar mass at 970.16 g/mol. The energy relative to the best compared isomer or geometry (same formula, charge and spin) is 43.31 kcal per mole.

Geometry as XYZ:
```
127
Properties=species:S:1:pos:R:3:mulliken_spin:R:1
Zn 0.22684 1.41377 -3.15171 1.170
Ag 1.15887 3.20312 -0.27825 0.001
Ag 3.09097 0.18818 -1.59796 0.064
C 0.36005 0.46357 -0.83671 0.046
O 0.69108 -0.11898 -1.99038 -0.220
O -0.42954 1.45443 -1.15069 -0.210
O 1.22286 0.56471 0.06262 0.079
C -1.88161 -2.76911 -2.00022 0.092
C -3.03343 -2.01846 -1.33820 -0.029
C -3.33217 -0.66703 -2.03026 0.002
C -4.27445 -0.60461 -3.22381 -0.017
C -5.53946 -1.40242 -2.89111 0.020
C -5.29360 -2.80922 -2.31247 -0.010
N -4.26406 -2.83201 -1.28687 0.696
O -4.16429 -3.93848 -0.53356 0.062
C -6.65964 -3.32452 -1.86566 0.029
C -4.83464 -3.75803 -3.44277 0.099
C -2.67380 -1.64476 0.10644 0.043
H -1.00880 -2.12696 -1.85147 0.005
H -1.94081 -2.81122 -3.08740 0.000
H -1.72598 -3.74103 -1.53949 -0.005
H -3.67272 0.09812 -1.32949 -0.001
H -2.35499 -0.33450 -2.39034 0.065
H -3.83015 -1.15262 -4.06880 0.001
H -4.37897 0.41198 -3.59398 0.001
H -6.24912 -1.30656 -3.71325 -0.001
H -6.03689 -0.75380 -2.15472 -0.003
H -6.56529 -4.26259 -1.30831 0.002
H -7.16694 -2.73057 -1.09897 -0.004
H -7.30862 -3.43733 -2.72578 -0.001
H -4.80993 -4.78685 -3.07688 -0.002
H -5.58659 -3.85875 -4.22523 0.007
H -3.90799 -3.36860 -3.85395 -0.004
H -3.45712 -1.20501 0.72777 -0.009
H -1.93866 -0.83370 0.11664 0.009
H -2.17969 -2.44619 0.65845 0.004
H -4.70148 -3.79891 0.27215 0.023
C -3.77553 4.22598 -1.54633 -0.011
C -3.10837 5.34106 -0.70605 -0.004
C -4.16464 6.07154 0.14237 0.000
C -4.64565 5.25277 1.30399 0.000
C -3.40685 4.95603 2.15042 0.000
C -2.34176 4.07990 1.47706 0.000
N -2.08090 4.71533 0.18540 0.004
O -1.03548 4.13733 -0.57741 -0.014
C -1.05980 4.25014 2.32205 0.001
C -2.77524 2.62955 1.41203 0.001
C -2.45448 6.39243 -1.59114 0.000
H -4.55833 4.70304 -2.13711 -0.001
H -4.29089 3.46588 -0.95549 0.002
H -3.02749 3.66740 -2.11295 0.022
H -3.83226 7.06784 0.43330 0.000
H -5.08064 6.19069 -0.45157 0.000
H -5.02403 4.30728 0.89833 0.000
H -5.44755 5.64993 1.92227 0.000
H -3.74648 4.46021 3.06661 0.000
H -2.94064 5.88148 2.49262 0.000
H -0.19998 3.78053 1.83264 -0.001
H -0.85299 5.32158 2.30226 0.000
H -1.13336 3.93081 3.35890 0.000
H -2.05735 1.93107 0.97045 0.003
H -2.93410 2.21423 2.40972 0.000
H -3.71725 2.49800 0.87401 0.001
H -1.67763 5.92904 -2.20850 0.001
H -1.96053 7.12694 -0.95873 0.000
H -3.12657 6.82788 -2.32834 0.000
H -1.42816 3.29511 -0.87548 -0.016
C -0.17057 -1.70136 4.54217 0.000
C 0.40399 -0.29212 4.20564 0.000
C 0.59411 0.52597 5.48289 0.000
C 1.71221 0.14304 6.45409 0.000
C 3.02646 0.22566 5.63201 0.000
C 2.94516 -0.62132 4.34688 0.000
N 1.71405 -0.40240 3.56678 0.001
O 1.70634 -1.22707 2.42481 0.002
C 4.14714 -0.16643 3.47709 0.000
C 3.14119 -2.10816 4.67432 0.000
C -0.58709 0.50141 3.34879 0.000
H -1.18349 -1.60339 4.93626 0.000
H 0.43136 -1.97140 5.40980 0.000
H -0.08268 -2.42780 3.74206 0.000
H 0.77267 1.57360 5.22028 0.000
H -0.34005 0.58205 6.05188 0.000
H 1.64249 -0.79713 7.00082 0.000
H 1.70161 0.92557 7.21477 0.000
H 3.85203 -0.17216 6.22467 0.000
H 3.23394 1.28768 5.49818 0.000
H 4.12616 0.90270 3.27415 0.000
H 5.01029 -0.47896 4.06671 0.000
H 4.18715 -0.70940 2.53101 0.000
H 3.26976 -2.74854 3.80417 0.000
H 4.06919 -2.27517 5.23615 0.000
H 2.40656 -2.47832 5.38837 0.000
H -0.19774 1.46583 3.01409 0.000
H -1.41829 0.81027 3.98984 0.000
H -0.98157 -0.04315 2.48963 -0.001
H 1.72139 -0.58243 1.70361 0.004
C 6.73598 -2.42464 -1.12274 0.001
C 5.90430 -1.34240 -1.88219 -0.002
C 6.63857 -1.10949 -3.21643 0.001
C 6.37917 -2.16909 -4.30457 0.000
C 4.88751 -2.38978 -4.50087 0.000
C 4.15823 -2.74070 -3.17139 0.006
N 4.52670 -1.85633 -2.08468 0.008
O 3.87983 -2.06767 -0.85067 -0.002
C 2.66588 -2.56681 -3.48465 -0.034
C 4.37875 -4.23905 -2.88240 0.001
C 5.90375 -0.02202 -1.12055 0.002
H 6.11899 -2.78942 -0.29718 0.000
H 7.66343 -2.07559 -0.67678 0.000
H 6.88611 -3.26370 -1.79743 0.000
H 6.25685 -0.18557 -3.66143 0.000
H 7.70173 -1.10196 -2.98847 0.000
H 6.88074 -3.11268 -4.08700 0.000
H 6.79336 -1.81054 -5.24782 0.000
H 4.85782 -3.32963 -5.05336 0.000
H 4.32981 -1.58044 -4.96605 0.001
H 2.04945 -2.69866 -2.59061 -0.001
H 2.38726 -1.55056 -3.80216 0.021
H 2.29242 -3.17054 -4.31136 0.001
H 3.95208 -4.57858 -1.93489 0.000
H 3.92518 -4.91695 -3.60594 0.000
H 5.45123 -4.41925 -2.96569 0.000
H 5.19502 0.70627 -1.55962 -0.001
H 6.84651 0.51300 -1.25302 0.000
H 5.74968 -0.11664 -0.04561 0.000
H 4.08551 -2.98364 -0.58702 0.000
```